Record 1
Density functional theory data (ωB97M-V/def2-TZVPD) for one molecule with the formula C23H26BrNO4.

```
55
Properties=species:S:1:pos:R:3
C 2.520 3.880 -0.196
H -2.648 -2.886 0.091
H 0.399 -0.939 -2.875
H 1.941 -6.003 0.734
C -3.626 0.518 -1.414
H -0.144 5.609 0.955
C -1.941 -1.137 -0.930
H -0.945 2.142 3.931
H -0.027 2.352 -1.806
H 0.417 -4.292 1.453
N 2.609 2.054 -1.771
C 0.090 -1.694 0.457
H -4.977 -2.116 0.227
C 0.417 4.871 0.403
H 0.348 -4.344 -0.312
C 0.478 3.034 -1.141
H 2.940 -4.632 1.266
C 2.278 0.784 -2.116
H -1.853 0.699 3.453
C -4.570 -0.275 -0.789
C 1.797 4.821 0.514
O -0.751 0.456 1.019
H 1.918 -2.350 1.391
H -0.658 -2.068 1.162
C 0.435 -0.269 0.913
Br -6.375 0.328 -0.675
H -1.579 0.694 -1.972
C 1.238 0.101 -1.281
C 1.863 2.972 -1.020
H -0.108 0.604 3.708
C -0.700 1.592 1.870
C 2.220 -4.972 0.506
H 2.314 5.519 1.156
H -1.512 2.235 1.522
H 0.250 2.120 1.732
H -0.524 -2.642 -1.376
C 1.331 -2.593 0.500
C 0.975 -4.079 0.540
H -3.910 1.468 -1.842
H 1.952 -2.375 -0.372
O 2.828 -5.029 -0.760
H 3.464 2.398 -2.191
H 0.959 -0.300 1.882
C -4.227 -1.501 -0.248
C -0.510 -1.627 -0.961
O 1.357 0.373 0.056
O 2.856 0.196 -3.008
C -0.237 3.979 -0.430
H -1.311 4.024 -0.536
C 0.399 -0.790 -1.808
C -2.914 -1.925 -0.325
H 3.090 -4.141 -1.027
C -2.317 0.078 -1.483
H 3.597 3.842 -0.115
C -0.914 1.233 3.337
```

Results
E_HOMO: -8.8 eV
multiplicity: 1
SMILES: CCO[C@@H]1OC(C(=O)Nc2ccccc2)=C[C@H](c2ccc(Br)cc2)[C@H]1CCCO
energy above the lowest of the compared OMol25 structures with the same formula, charge and spin: 22.3 kJ/mol

Here are the natural (NBO) charges for atoms 1 to 4, given in e: atom 1 (C): -0.263, atom 2 (H): 0.203, atom 3 (H): 0.241, atom 4 (H): 0.181

=====

Record 2
Density functional theory data (ωB97M-V/def2-TZVPD) for one molecule with the formula C5H8N2.

```
15
Properties=species:S:1:pos:R:3
H -1.275 0.270 -1.534
N 1.973 1.344 0.069
C 0.250 -0.051 0.352
N 0.155 0.845 1.469
H -1.111 -1.527 1.011
H -2.392 -0.927 -1.204
C -1.305 -0.824 -1.210
H 1.580 -0.155 -1.471
C -0.547 -1.196 0.057
H 0.086 -2.158 -0.037
H -0.260 0.764 2.339
C 1.381 0.284 -0.464
H -0.978 -1.312 -2.291
H 1.152 2.862 1.679
C 1.291 1.779 1.234
```

Results
E_HOMO: -7.9 eV
multiplicity: 1
SMILES: CCc1cnc[nH]1
energy above the lowest of the compared OMol25 structures with the same formula, charge and spin: 257.0 kJ/mol

Here are the natural (NBO) charges for atoms 1 to 4, given in e: atom 1 (H): 0.229, atom 2 (N): -0.438, atom 3 (C): 0.142, atom 4 (N): -0.545

=====

Record 3
Density functional theory data (ωB97M-V/def2-TZVPD) for a 2-piece molecular cluster, C18H26N9O5 overall.

```
58
Properties=species:S:1:pos:R:3
H 1.195 -2.954 -8.781
H 0.352 -7.351 -4.304
N 1.213 5.293 6.790
C 0.186 -3.246 -8.487
N 0.889 6.386 8.694
C -1.521 0.134 2.038
C 0.877 -1.847 -2.494
H -0.509 -2.463 -8.801
H -1.604 5.956 8.238
C 1.117 -2.242 -3.924
H 1.957 3.154 3.015
H -0.007 2.809 1.390
O 1.282 -5.215 -5.144
C -0.598 2.525 2.267
C -0.065 -2.441 -6.154
H 0.352 -4.340 -6.664
H 1.668 -3.538 -1.347
C 1.226 3.541 3.717
C -0.381 1.017 2.559
C -0.147 3.332 3.462
H -0.078 -4.176 -8.993
O -0.186 -1.269 -6.493
H -1.300 -6.720 -4.450
C -0.321 -6.545 -4.009
H -1.239 -0.922 2.083
H 1.910 -2.991 -3.975
H -0.024 0.215 -0.160
H -0.400 -6.521 -2.924
H 1.612 0.837 2.506
H -0.980 -2.121 -4.311
N 0.123 -3.427 -7.036
H -0.320 0.853 3.642
H 1.899 6.469 8.614
N -0.462 -4.131 -4.231
C 0.237 -5.234 -4.511
O 0.847 0.579 1.955
H -1.792 0.390 1.010
C -0.149 -2.744 -4.645
H 0.381 7.176 9.070
H 0.018 0.095 -2.722
H 1.496 -1.360 -4.446
C -0.643 4.464 5.400
O -2.746 4.967 6.380
H 0.959 -2.003 0.695
H -1.323 -4.274 -3.725
O -1.974 2.835 1.991
C 0.298 -0.630 -0.757
N 1.670 4.181 4.812
N 0.814 -1.785 -0.288
H -2.409 0.274 2.662
N -1.091 3.793 4.305
N -0.996 5.747 7.459
C 0.737 4.647 5.659
N 0.309 -0.653 -2.100
C -1.526 5.048 6.412
C 1.187 -2.565 -1.372
C 0.355 5.786 7.617
H -2.375 3.206 2.809
```

Results
E_HOMO: -10.8 eV
multiplicity: 1
net charge: +1

Here are the natural (NBO) charges for atoms 1 to 4, given in e: atom 1 (H): 0.207, atom 2 (H): 0.257, atom 3 (N): -0.548, atom 4 (C): -0.417

=====

Record 4
Density functional theory data (ωB97M-V/def2-TZVPD) for one molecule with the formula C4H5NS.

```
11
Properties=species:S:1:pos:R:3
C 0.794 0.535 0.474
H 0.787 0.237 1.469
H -1.248 -1.697 -0.010
C 2.188 0.342 0.070
S -0.234 1.891 -0.120
C -0.235 0.145 -0.515
H -2.314 -0.529 -0.678
H -1.794 -0.301 1.030
N 3.269 0.200 -0.281
C -1.458 -0.613 -0.009
H 0.245 -0.210 -1.431
```

Results
E_HOMO: -9.7 eV
multiplicity: 1
SMILES: C[C@H]1S[C@@H]1C#N
energy above the lowest of the compared OMol25 structures with the same formula, charge and spin: 88.0 kJ/mol

Here are the natural (NBO) charges for atoms 1 to 4, given in e: atom 1 (C): -0.420, atom 2 (H): 0.252, atom 3 (H): 0.217, atom 4 (C): 0.267

=====

Record 5
Density functional theory data (ωB97M-V/def2-TZVPD) for a 2-piece molecular cluster, C3H3NO overall.

```
8
Properties=species:S:1:pos:R:3
C 2.194 0.118 -0.020
C 3.580 0.046 0.015
H -0.547 0.893 0.563
N 2.930 1.088 -0.451
C -0.111 0.021 0.143
H -0.315 0.060 -0.895
O 4.459 -0.693 0.261
H -0.326 -0.908 0.777
```

Results
E_HOMO (spin up / spin down): -9.0 / -9.0 eV
multiplicity: 1
energy above the lowest of the compared OMol25 structures with the same formula, charge and spin: 476.2 kJ/mol

Here are the natural (NBO) charges for atoms 1 to 4, given in e: atom 1 (C): 0.201, atom 2 (C): 0.567, atom 3 (H): 0.192, atom 4 (N): -0.384

=====

Record 6
Density functional theory data (ωB97M-V/def2-TZVPD) for Br3H3Si2 as an isolated structure.

```
8
Properties=species:S:1:pos:R:3
Si 0.323 0.017 -0.061
H 0.148 -0.493 -1.481
Br 4.098 -1.994 0.404
Br 3.957 0.543 -2.113
Si 3.246 -0.047 -0.108
H -0.179 -0.478 1.326
H -0.095 1.445 -0.105
Br 4.152 1.435 1.400
```

Results
E_HOMO: -9.3 eV
multiplicity: 1
energy above the lowest of the compared OMol25 structures with the same formula, charge and spin: 104.9 kJ/mol

Here are the natural (NBO) charges for atoms 1 to 4, given in e: atom 1 (Si): 0.514, atom 2 (H): -0.108, atom 3 (Br): -0.268, atom 4 (Br): -0.274

=====

Record 7
Density functional theory data (ωB97M-V/def2-TZVPD) for a 7-piece molecular cluster, C35H53BFN2O16S overall.

```
109
Properties=species:S:1:pos:R:3
C 1.429 4.882 -5.815
H -6.349 2.302 1.052
H 3.364 -1.934 6.926
H 4.715 0.670 6.826
H -2.660 -0.122 0.393
O -1.269 -1.144 1.696
C -5.309 -5.325 2.288
C -3.678 -0.421 0.164
C 0.039 4.736 -7.635
O 2.015 4.525 -4.834
C -1.058 0.133 -2.957
H 2.505 6.111 -7.176
C 10.097 0.336 5.738
H -0.177 -3.197 -3.890
O -8.255 3.849 2.264
H 2.932 0.527 -3.843
H 1.359 -1.213 -4.950
H 0.584 4.304 -8.476
S -0.384 0.438 -1.381
H 2.395 -1.518 2.972
H 0.476 0.852 2.818
C -0.381 -0.304 -4.113
C 4.357 -2.145 6.520
O 0.502 4.102 -6.424
H -6.308 -5.555 2.660
C 1.922 0.739 -4.188
N -0.266 -3.854 -4.661
O -6.056 -2.853 -0.128
O -3.048 0.713 -1.902
H -3.614 -1.319 -1.778
H 6.414 -1.843 7.077
H 0.975 1.357 -6.054
H 1.669 7.016 -5.893
C 0.336 6.219 -7.447
H -6.165 -5.541 0.275
H -4.423 -5.166 0.294
O -9.527 2.395 1.135
H -5.188 -3.818 3.882
H -0.476 6.692 -6.894
O -5.387 -2.988 2.002
H -4.913 -0.192 -1.611
N -2.398 0.320 -3.029
O 4.383 -1.714 5.141
C 1.116 -0.548 -4.119
H -2.661 -4.270 -5.559
H -7.087 1.216 2.267
C 5.455 -1.349 7.210
C -5.379 -5.002 0.794
H 4.527 -3.219 6.550
H 10.236 3.116 7.530
H -7.662 1.435 -0.715
H -9.710 0.345 1.265
C 4.958 -0.487 5.056
C 10.882 1.604 6.075
H 0.432 -0.850 5.211
C 1.594 6.179 -6.580
H 5.288 -1.226 8.278
C -7.881 0.973 0.249
C 9.825 2.445 6.781
C -4.832 -3.998 2.872
O -0.201 -0.287 -7.412
H -3.768 -1.441 0.525
C 5.437 -0.044 6.423
C -5.668 -3.513 0.798
C 0.799 -1.498 4.414
C 1.950 1.375 -5.575
H 9.574 0.414 4.783
O -0.324 -1.863 3.579
C -7.263 1.807 1.367
H -4.187 0.328 -4.091
C -0.370 -1.075 2.493
O -0.354 -2.361 -6.629
F 1.450 -1.252 -2.959
C 0.816 -0.131 2.485
C -1.132 -0.523 -5.262
H -4.657 -6.158 2.537
C -8.352 2.827 1.659
H 11.319 2.104 5.213
H 2.426 -0.090 3.991
H 0.819 0.817 -1.816
C -0.512 -1.038 -6.537
C -3.125 0.147 -4.144
H -1.020 4.524 -7.755
O -2.288 -3.568 -6.100
H -4.382 0.197 0.714
H 10.707 -0.563 5.747
H 11.688 1.363 6.769
H 1.234 -0.054 1.484
H 1.214 -2.399 4.858
C -3.872 -0.357 -1.331
H 2.666 0.859 -6.217
O 8.966 1.492 7.438
C -2.512 -0.277 -5.281
C -9.370 1.093 0.546
C 9.063 0.285 6.844
H -7.533 -0.059 0.217
H -0.718 -4.669 -4.263
H 0.457 6.752 -8.387
H 2.281 2.403 -5.489
H 9.219 3.024 6.082
O 5.014 0.122 4.026
H -9.994 1.032 -0.342
H -3.746 -3.899 2.858
B -0.998 -3.285 -5.773
H -3.075 -0.448 -6.186
O 8.375 -0.640 7.171
H 1.482 1.483 -3.520
H 6.414 0.416 6.356
C 1.769 -0.787 3.482
```

Results
E_HOMO: -11.5 eV
multiplicity: 1
net charge: +1

Here are the Mulliken charges for atoms 1 to 4, given in e: atom 1 (C): 0.483, atom 2 (H): 0.264, atom 3 (H): 0.230, atom 4 (H): 0.281

=====

Record 8
Density functional theory data (ωB97M-V/def2-TZVPD) for CrF2H8O4 as an isolated structure.

```
15
Properties=species:S:1:pos:R:3
F 0.729 2.391 0.113
O -0.918 -1.446 -0.711
O 0.849 -1.995 1.167
H 2.222 -0.239 0.651
H 1.714 -0.466 -1.397
H -1.629 -1.570 -1.417
H -1.568 2.190 0.958
Cr -0.067 0.914 -0.364
O 1.059 0.246 -1.564
H -1.477 2.872 -0.691
O -1.699 2.135 -0.156
H 1.546 -2.551 1.378
F -0.412 0.369 1.309
H 1.109 -1.309 0.535
H -1.460 -1.541 0.190
```

Results
E_HOMO (spin up / spin down): -14.8 / -15.3 eV
multiplicity: 4
net charge: +1

Here are the natural (NBO) charges for atoms 1 to 4, given in e: atom 1 (F): -0.445, atom 2 (O): -0.943, atom 3 (O): -0.898, atom 4 (H): 0.028

=====

Record 9
Density functional theory data (ωB97M-V/def2-TZVPD) for a 2-piece molecular cluster, C10H16 overall.

```
26
Properties=species:S:1:pos:R:3
H -2.060 -0.468 -1.541
H -0.123 -2.808 -1.331
H 1.133 2.004 1.380
H 0.833 2.677 -1.041
H 1.320 -0.308 2.887
H -0.286 -0.953 2.604
H -0.574 -2.838 -3.001
H -0.470 1.137 -2.513
C 0.312 -0.091 2.574
C -0.814 -0.427 0.274
C -1.222 -0.027 -0.943
H 2.064 -1.293 -2.200
C 0.311 -2.759 -2.295
H -0.289 0.344 4.495
H -1.303 1.200 3.231
C 0.122 0.305 1.089
C -0.570 1.158 -1.460
C 0.264 1.885 -0.625
H -1.074 -1.454 0.578
C 1.048 -1.423 -2.681
H 0.503 -0.510 -2.498
H 1.249 -1.532 -3.719
H 0.229 1.883 3.772
H 1.076 -3.492 -2.478
C -0.294 0.906 3.562
C 0.471 1.542 0.736
```

Results
E_HOMO (spin up / spin down): -14.7 / -14.7 eV
multiplicity: 2
net charge: +1
energy above the lowest of the compared OMol25 structures with the same formula, charge and spin: 157.5 kJ/mol

Here are the natural (NBO) charges for atoms 1 to 4, given in e: atom 1 (H): 0.270, atom 2 (H): 0.190, atom 3 (H): 0.244, atom 4 (H): 0.247

=====

Record 10
Density functional theory data (ωB97M-V/def2-TZVPD) for a 2-piece molecular cluster, CH3NO3S overall.

```
9
Properties=species:S:1:pos:R:3
N -0.536 0.011 -0.495
O 2.626 1.641 -2.093
H 1.651 0.344 1.092
H -1.163 -0.684 -0.108
O 0.608 -0.530 -0.924
O 3.628 2.259 0.082
C 2.063 0.206 0.107
S 2.614 1.571 -0.668
H -0.959 0.616 -1.194
```

Results
E_HOMO (spin up / spin down): -9.3 / -9.3 eV
multiplicity: 1
energy above the lowest of the compared OMol25 structures with the same formula, charge and spin: 642.4 kJ/mol

Here are the natural (NBO) charges for atoms 1 to 4, given in e: atom 1 (N): -0.504, atom 2 (O): -0.823, atom 3 (H): 0.218, atom 4 (H): 0.349

=====

Record 11
Density functional theory data (ωB97M-V/def2-TZVPD) for a 7-piece molecular cluster, C26H58N4O6P overall.

```
95
Properties=species:S:1:pos:R:3
C -3.487 -0.975 -5.458
C 0.778 -5.153 0.502
H 7.886 -3.753 3.717
O -9.219 5.031 2.522
C 3.140 -3.693 -0.620
H -3.203 -1.408 -6.419
H -12.165 6.542 3.137
H 4.755 -2.996 1.419
C 5.891 -1.406 -4.777
C 7.077 -3.344 4.331
H -10.928 5.201 1.415
O -4.314 3.669 0.752
P -2.252 1.256 0.286
H -5.698 5.952 0.971
C -5.735 3.813 0.705
H 5.373 -4.620 1.002
H 4.723 1.200 -1.262
H 0.095 2.331 -1.036
C -1.157 -2.266 -1.372
H -0.333 -5.268 -2.570
H -0.116 -5.680 0.915
H 6.802 -2.417 6.258
N -0.695 -3.148 -2.249
H -2.267 -1.312 1.534
H -4.551 -0.730 -5.482
H -0.846 0.938 2.383
H -2.902 0.150 -3.226
H -8.968 4.991 3.452
O 6.119 0.538 1.728
C 3.178 -4.300 0.737
H 6.322 -0.346 -0.099
H 4.443 -4.336 2.603
H 6.225 -2.270 -5.357
H 4.845 -1.230 -5.039
C -0.907 3.160 1.999
H 2.096 -5.467 2.272
H 7.072 -1.862 -3.024
H -2.502 2.030 -2.016
H -3.351 -1.731 -4.678
C 5.145 1.451 -0.286
H -2.845 3.368 -0.772
O -3.050 0.822 -3.904
H 0.118 1.495 0.986
C 7.611 -2.833 5.655
N -1.530 -2.544 -0.082
C 2.041 -5.014 1.259
C -2.664 0.263 -5.155
H -0.591 3.211 -2.467
C 6.028 -1.674 -3.291
H 6.337 -4.129 4.495
C -11.080 6.427 3.181
H 4.050 -3.167 -1.025
C 0.738 -4.542 -0.807
H -2.819 1.021 -5.922
H 4.400 2.012 0.284
H 8.093 -3.635 6.218
C -1.793 -0.432 -0.365
H -1.617 3.803 1.422
H 5.568 -3.564 -3.419
H -6.032 3.850 -0.343
H -10.772 6.405 4.230
H 5.443 1.012 2.227
H -1.596 0.021 -5.118
C 5.563 0.199 0.463
C -6.165 5.075 1.424
H -1.471 -4.829 -1.178
H -11.094 4.281 2.920
C 4.526 -4.094 1.519
H 6.001 2.113 -0.432
H -10.614 7.306 2.730
H -0.443 4.024 -0.810
H 6.480 -0.537 -5.073
N -1.929 -1.436 0.584
C -2.155 2.548 -1.076
H 0.118 3.585 1.816
C -0.863 1.653 1.519
H 7.103 -1.603 3.458
O 5.246 -2.808 -2.914
H 4.705 -0.464 0.621
C -10.638 5.166 2.465
C -0.547 -4.550 -1.743
H -1.081 3.259 3.104
H -5.850 5.051 2.471
C 1.907 -3.821 -1.358
H -4.057 3.626 1.681
H 5.673 -0.818 -2.714
N -1.353 -0.868 -1.590
H 8.337 -2.031 5.496
C -0.685 3.076 -1.359
H -1.541 -3.433 0.414
H -7.249 5.195 1.387
H -0.417 -2.877 -3.189
H 1.838 -3.348 -2.364
O 6.443 -2.291 3.610
H -6.192 2.930 1.163
```

Results
E_HOMO: -11.0 eV
multiplicity: 1
net charge: +1

Here are the Mulliken charges for atoms 1 to 4, given in e: atom 1 (C): -0.967, atom 2 (C): -0.669, atom 3 (H): 0.299, atom 4 (O): -0.450

=====

Record 12
Density functional theory data (ωB97M-V/def2-TZVPD) for a 3-piece molecular cluster, C5H11NO overall.

```
18
Properties=species:S:1:pos:R:3
H 2.167 -0.659 0.945
H -0.384 2.908 -0.199
C 0.547 -2.283 -0.274
C -0.831 2.306 0.588
C -1.946 0.433 -0.003
C 1.954 -0.285 -0.060
H -0.241 2.312 1.503
C 0.921 -1.076 -0.738
N -0.805 0.980 0.069
H 2.886 -0.405 -0.625
H -2.850 0.996 0.358
H -0.984 -1.450 0.184
H 0.923 -2.631 0.690
O -2.051 -0.826 -0.388
H 0.362 -2.993 -1.071
H 0.574 -0.734 -1.723
H -1.843 2.671 0.841
H 1.602 0.735 -0.096
```

Results
E_HOMO: -9.1 eV
multiplicity: 1
energy above the lowest of the compared OMol25 structures with the same formula, charge and spin: 401.1 kJ/mol

Here are the natural (NBO) charges for atoms 1 to 4, given in e: atom 1 (H): 0.215, atom 2 (H): 0.193, atom 3 (C): -0.584, atom 4 (C): -0.424